Density functional theory data (ωB97M-V/def2-TZVPD) for a 2-piece molecular cluster, C4H8O3S overall.

```
! RIJCOSX wB97M-V def2-TZVPD def2/J DEFGRID3
* xyz 0 3
C -0.924 1.473 -1.503
C 0.027 2.286 -0.559
C 0.249 0.860 -0.783
C -0.277 -2.615 1.027
O -0.702 -0.354 2.274
O 1.631 -1.045 1.746
O 1.337 0.281 -1.275
S 0.217 -0.933 1.361
H -1.953 1.266 -1.249
H -0.807 1.500 -2.513
H 0.588 3.154 -0.825
H -0.419 2.500 0.390
H 0.272 -2.694 0.046
H 0.092 -3.213 1.831
H -1.356 -2.943 0.730
H 2.024 0.476 -0.699
*
```

The max |F| comes out at 3.4 eV/A. The HOMO energy (alpha / beta) comes out at -7.142 / -10.611 eV. The calculation puts the electronic energy at -780.90624 Eh. For the HOMO-LUMO gap (alpha / beta), the calculation gives 7.9 / 8.6 eV.

Density functional theory data (ωB97M-V/def2-TZVPD) for C8H13HoNP as an isolated structure.

```
! RIJCOSX wB97M-V def2-TZVPD def2/J DEFGRID3
* xyz 0 5
C -1.799 0.784 -1.314
C -0.712 0.552 -2.221
C -0.442 -0.859 -2.254
C -1.362 -1.503 -1.347
C -2.196 -0.492 -0.769
Ho 0.116 -0.131 -0.042
P -0.031 1.555 2.050
H -2.227 1.746 -1.054
H -0.167 1.322 -2.759
H 0.421 -1.329 -2.723
H -2.990 -0.649 -0.044
H -1.359 -2.555 -1.068
H -1.122 1.244 3.006
H -0.123 2.993 1.699
H 1.232 1.401 2.812
C 5.031 -0.900 2.301
C 3.946 -1.938 1.991
C 2.835 -1.257 1.412
N 2.004 -0.643 0.877
H 5.353 -0.393 1.388
H 5.871 -1.419 2.741
H 4.658 -0.151 3.004
H 4.255 -2.692 1.228
H 3.536 -2.443 2.896
*
```

The max |F| comes out at 1.7 eV/A. The HOMO energy (alpha / beta) comes out at -3.332 / -5.880 eV. The calculation puts the electronic energy at -1656.57670 Eh. For the HOMO-LUMO gap (alpha / beta), the calculation gives 3.8 / 5.9 eV.

Density functional theory data (ωB97M-V/def2-TZVPD) for one molecule with the formula C5H6O2S.

```
! RIJCOSX wB97M-V def2-TZVPD def2/J DEFGRID3
* xyz 0 1
O -2.805 -1.169 -0.705
C -1.799 -1.180 -0.120
C -0.689 -1.283 0.539
C 0.155 -0.124 1.029
C 1.224 0.261 -0.015
C 0.443 0.979 -1.108
S -0.985 1.735 -0.217
O -0.576 1.046 1.254
H -0.304 -2.268 0.742
H 0.600 -0.385 1.996
H 1.929 0.946 0.457
H 1.755 -0.608 -0.396
H 1.011 1.759 -1.606
H 0.041 0.290 -1.851
*
```

The max |F| comes out at 1.5 eV/A. The HOMO energy comes out at -8.454 eV. The calculation puts the electronic energy at -742.72825 Eh. For the HOMO-LUMO gap, the calculation gives 9.1 eV. The SMILES is O=C=C[C@H]1CCSO1.

Density functional theory data (ωB97M-V/def2-TZVPD) for C3H2N2O3PS as an isolated structure.

```
! RIJCOSX wB97M-V def2-TZVPD def2/J DEFGRID3
* xyz -1 1
C 1.644 -1.355 0.631
C -2.081 -0.229 0.268
C 0.830 -0.304 0.914
N 2.251 -2.330 0.542
N -2.595 -0.146 1.338
O 0.436 2.139 0.361
O -0.163 0.662 -1.506
O 2.167 1.109 -0.826
P -1.229 -0.492 -1.271
S 0.934 0.966 -0.193
H 0.044 -0.167 1.652
H -2.238 0.147 -1.911
*
```

The max |F| comes out at 4.9 eV/A. The HOMO energy comes out at -4.643 eV. The calculation puts the electronic energy at -1190.30704 Eh. For the HOMO-LUMO gap, the calculation gives 8.2 eV.

Density functional theory data (ωB97M-V/def2-TZVPD) for one molecule with the formula C21H20N4O3.

```
! RIJCOSX wB97M-V def2-TZVPD def2/J DEFGRID3
* xyz 0 1
C -7.075 -2.561 1.369
C -6.535 -1.466 0.503
C -7.364 -0.737 -0.346
C -6.806 0.264 -1.123
C -5.448 0.518 -1.042
C -4.704 -0.263 -0.163
N -3.332 -0.135 0.026
C -2.466 0.763 -0.533
O -2.798 1.641 -1.302
C -1.051 0.585 -0.104
C -0.497 -0.649 0.269
C 0.821 -0.753 0.619
C 1.691 0.364 0.644
N 2.971 0.271 1.021
C 3.750 -0.903 1.358
C 4.504 -0.614 2.654
C 4.636 -1.246 0.170
C 4.016 -1.606 -1.023
C 4.762 -1.907 -2.146
C 6.144 -1.852 -2.095
C 6.769 -1.493 -0.915
C 6.021 -1.188 0.211
C 1.118 1.611 0.256
N 1.857 2.822 0.220
O 1.286 3.839 -0.118
O 3.048 2.808 0.532
C -0.223 1.688 -0.121
N -5.235 -1.227 0.585
H -7.536 -3.334 0.756
H -6.269 -2.999 1.951
H -7.834 -2.169 2.044
H -8.420 -0.955 -0.391
H -7.424 0.846 -1.791
H -4.973 1.288 -1.625
H -2.983 -0.784 0.719
H -1.097 -1.547 0.247
H 1.209 -1.723 0.885
H 3.502 1.139 0.963
H 3.077 -1.748 1.535
H 5.110 -1.468 2.940
H 3.790 -0.414 3.450
H 5.141 0.260 2.540
H 2.937 -1.647 -1.073
H 4.263 -2.183 -3.063
H 6.730 -2.087 -2.971
H 7.847 -1.445 -0.867
H 6.533 -0.907 1.117
H -0.620 2.644 -0.430
*
```

The max |F| comes out at 1.4 eV/A. The HOMO energy comes out at -8.328 eV. The calculation puts the electronic energy at -1256.94416 Eh. For the HOMO-LUMO gap, the calculation gives 7.8 eV. The SMILES is Cc1cccc(NC(=O)c2ccc(N[C@H](C)c3ccccc3)c([N+](=O)[O-])c2)n1.

Density functional theory data (ωB97M-V/def2-TZVPD) for C37H53Br4GeN4O5Si3Sr as an isolated structure.

```
! RIJCOSX wB97M-V def2-TZVPD def2/J DEFGRID3
* xyz -2 2
Sr 0.618 -0.340 -1.012
O -1.516 -1.190 -1.885
C -2.345 -1.188 -2.873
C -3.409 -2.130 -2.940
C -4.331 -2.123 -3.961
C -4.255 -1.186 -4.996
C -3.211 -0.280 -4.983
C -2.263 -0.264 -3.962
C -1.107 0.624 -4.036
N -0.793 1.339 -5.040
C 0.500 2.005 -4.938
C 0.485 3.308 -4.147
N 0.416 3.097 -2.709
C -0.039 4.053 -2.012
C -0.042 4.120 -0.548
C 0.079 5.381 0.035
C 0.239 5.555 1.399
C 0.285 4.414 2.205
C 0.126 3.156 1.666
C -0.104 2.950 0.276
O -0.359 1.793 -0.198
H -3.480 -2.854 -2.136
H -5.130 -2.858 -3.958
H -4.984 -1.184 -5.798
H -3.090 0.440 -5.784
H -0.457 0.646 -3.164
H 0.834 2.233 -5.954
H 1.245 1.338 -4.486
H -0.328 3.958 -4.501
H 1.435 3.816 -4.359
H -0.394 4.974 -2.511
H 0.073 6.250 -0.619
H 0.342 6.545 1.826
H 0.442 4.516 3.275
H 0.168 2.272 2.289
Br 5.609 -5.589 -2.851
C 4.475 -4.065 -2.909
C 4.348 -3.323 -4.065
Br 5.295 -3.811 -5.637
C 3.514 -2.189 -4.065
Br 3.326 -1.106 -5.617
C 2.798 -1.759 -2.945
O 2.056 -0.703 -2.934
C 2.898 -2.571 -1.733
O 2.224 -2.228 -0.690
C 3.754 -3.676 -1.765
Br 3.883 -4.654 -0.136
C 3.458 -1.502 2.620
N 3.960 -0.216 2.162
C 5.361 0.022 2.435
C 5.768 1.413 2.000
C 5.290 1.632 0.581
N 3.851 1.469 0.521
C 3.236 1.973 -0.701
C 3.231 0.466 1.219
O 2.048 0.187 1.031
H 3.308 -1.496 3.703
H 4.172 -2.288 2.357
H 2.521 -1.718 2.120
H 5.975 -0.731 1.922
H 5.526 -0.107 3.510
H 6.852 1.522 2.062
H 5.309 2.160 2.652
H 5.794 0.936 -0.105
H 5.522 2.644 0.247
H 3.550 3.008 -0.843
H 2.150 1.987 -0.656
H 3.540 1.383 -1.572
C 0.394 0.055 4.013
Si -1.458 -0.029 3.643
C -2.184 -1.230 4.924
C -2.210 1.641 4.116
Ge -1.985 -0.733 1.414
Si -1.642 -3.102 1.416
C -2.984 -3.895 2.495
C -1.683 -3.985 -0.237
C 0.051 -3.436 2.169
Si -4.075 0.288 0.934
C -5.284 -0.080 2.347
C -3.783 2.139 0.814
C -4.922 -0.272 -0.639
H 0.601 0.846 4.740
H 0.978 0.256 3.115
H 0.741 -0.890 4.438
H -1.995 -0.837 5.929
H -1.722 -2.218 4.860
H -3.263 -1.351 4.806
H -1.848 1.910 5.114
H -3.299 1.589 4.162
H -1.934 2.442 3.430
H -3.965 -3.731 2.042
H -3.004 -3.487 3.507
H -2.823 -4.976 2.563
H -2.705 -4.252 -0.518
H -1.095 -4.905 -0.167
H -1.275 -3.365 -1.036
H 0.233 -2.906 3.105
H 0.828 -3.157 1.450
H 0.150 -4.510 2.354
H -4.909 0.258 3.314
H -5.468 -1.155 2.414
H -6.242 0.416 2.161
H -3.444 2.569 1.758
H -4.697 2.655 0.507
H -3.006 2.327 0.069
H -5.113 -1.347 -0.650
H -4.327 -0.037 -1.521
H -5.885 0.243 -0.728
*
```

The max |F| comes out at 0.4 eV/A. The HOMO energy (alpha / beta) comes out at -1.710 / -1.710 eV. The calculation puts the electronic energy at -15309.41068 Eh. For the HOMO-LUMO gap (alpha / beta), the calculation gives 5.6 / 5.2 eV.

Density functional theory data (ωB97M-V/def2-TZVPD) for a 2-piece molecular cluster, C5H13NO overall.

```
! RIJCOSX wB97M-V def2-TZVPD def2/J DEFGRID3
* xyz 0 1
C -1.987 1.945 1.132
C -1.505 0.522 1.196
C -0.487 0.085 0.522
C -0.373 -1.450 0.274
N 0.769 -1.583 -0.535
C 2.041 -1.522 0.159
H -3.092 2.026 0.750
H -2.129 2.339 2.206
H -1.351 2.535 0.570
H -2.169 -0.169 1.817
H 0.206 0.952 -0.035
H -0.268 -1.914 1.286
H -1.352 -1.736 -0.204
H 0.694 -2.446 -0.997
H 2.115 -0.588 0.707
H 2.025 -2.314 0.849
H 2.886 -1.700 -0.498
O 0.991 1.653 -2.164
H 2.000 1.478 -1.968
H 0.986 1.921 -3.122
*
```

The max |F| comes out at 4.6 eV/A. The HOMO energy comes out at -8.428 eV. The calculation puts the electronic energy at -328.20817 Eh. For the HOMO-LUMO gap, the calculation gives 9.2 eV. The SMILES is C/C=C/CNC.O.

Density functional theory data (ωB97M-V/def2-TZVPD) for a 2-piece molecular cluster, C4H12NOS overall.

```
! RIJCOSX wB97M-V def2-TZVPD def2/J DEFGRID3
* xyz 1 1
C -2.155 -2.777 0.394
C 1.908 0.288 -1.060
C -1.830 -1.280 0.205
C 0.559 0.092 -0.475
N -0.031 1.164 -0.028
O 1.557 3.443 -0.199
S -0.189 -1.495 -0.578
H -1.212 -3.294 0.833
H -3.167 -2.826 1.011
H -2.368 -3.196 -0.534
H 2.347 1.314 -0.721
H 2.133 0.188 -2.115
H 2.540 -0.504 -0.611
H -1.794 -0.786 1.173
H -2.546 -0.845 -0.382
H -0.990 1.088 0.340
H 0.446 2.045 -0.128
H 1.360 4.165 0.449
H 2.538 3.259 -0.203
*
```

The max |F| comes out at 3.3 eV/A. The HOMO energy comes out at -14.200 eV. The calculation puts the electronic energy at -687.53021 Eh. For the HOMO-LUMO gap, the calculation gives 10.3 eV.